Record 1
This record from the OMol25 dataset describes a cluster of 2 separate species, C3H5IO in total. The level of theory is ωB97M-V/def2-TZVPD.

ORCA input file:
```
! RIJCOSX wB97M-V def2-TZVPD def2/J DEFGRID3
* xyz 0 1
C 0.765 -1.177 -0.858
C 0.523 -0.681 0.409
C -0.642 -0.018 0.717
O 0.185 2.084 -0.173
I -2.495 -0.257 -0.126
H 1.708 -1.705 -1.049
H -0.039 -1.091 -1.517
H 1.415 -0.283 0.974
H -0.678 0.561 1.600
H -0.741 2.567 0.022
*
```

orbital gap (spin up / spin down): 6.87 / 6.88 eV
energy above the lowest of the compared OMol25 structures with the same formula, charge and spin: 4.261 eV
highest occupied orbital energy (spin up / spin down): -8.66 / -8.67 eV
E_LUMO (spin up / spin down): -1.79 / -1.79 eV
strongest force on any atom: 0.0838 Eh/bohr


Record 2
This record from the OMol25 dataset describes a structure of composition C34H39N11O6Rb. The level of theory is ωB97M-V/def2-TZVPD.

ORCA input file:
```
! RIJCOSX wB97M-V def2-TZVPD def2/J DEFGRID3
* xyz -1 1
Rb -0.700 0.301 0.171
O 4.195 -1.033 5.775
C 4.206 -0.223 4.654
O 4.050 0.980 4.706
C 4.573 -1.043 3.448
C 5.329 -2.276 3.577
C 5.751 -2.871 2.358
C 5.354 -2.355 1.142
C 4.413 -1.317 1.115
N 4.154 -0.613 2.252
C 3.789 -0.950 -0.198
O 4.054 -1.754 -1.288
O 3.029 0.026 -0.412
H 4.123 -0.535 6.600
H 5.578 -2.789 4.516
H 6.331 -3.768 2.463
H 5.845 -2.654 0.211
H 4.401 -2.660 -1.041
C 4.226 2.898 1.383
N 3.118 3.311 2.229
C 3.532 3.901 3.517
C 1.825 2.968 1.909
N 1.369 2.286 0.897
N 0.905 3.508 2.859
C -0.437 3.051 3.008
N -0.898 3.373 4.314
N -1.175 2.543 2.073
H 4.656 3.775 0.805
H 3.897 2.161 0.653
H 5.018 2.461 2.004
H 3.476 5.005 3.413
H 4.562 3.551 3.804
H 2.919 3.484 4.331
H 2.056 2.262 0.112
H 1.275 3.986 3.674
H -0.253 3.202 5.103
H -1.754 2.896 4.585
H -2.180 2.551 2.369
O -6.053 -1.441 -5.257
C -6.434 -0.629 -4.123
C -5.184 -0.410 -3.304
C -5.078 0.684 -2.425
C -3.844 0.955 -1.850
N -2.794 0.170 -1.975
C -2.949 -0.953 -2.683
C -4.076 -1.251 -3.423
C -1.781 -1.875 -2.737
C -1.816 -2.875 -3.709
C -0.810 -3.868 -3.751
C -0.755 -4.993 -4.741
O -1.069 -4.442 -5.987
C 0.299 -3.585 -2.942
C 0.321 -2.475 -2.052
N -0.724 -1.667 -1.939
H -6.804 -1.375 -5.863
H -7.208 -1.095 -3.512
H -6.798 0.390 -4.350
H -5.864 1.427 -2.353
H -3.744 1.835 -1.199
H -4.069 -2.091 -4.127
H -2.618 -2.904 -4.436
H -1.423 -5.837 -4.462
H 0.302 -5.413 -4.614
H -1.492 -5.046 -6.619
H 1.219 -4.232 -2.959
H 1.155 -2.336 -1.363
N -0.614 6.147 -4.091
C -0.360 5.034 -3.375
C -0.313 5.012 -1.922
C -0.012 3.828 -1.343
N 0.224 2.710 -2.038
C 0.226 2.710 -3.354
C -0.015 3.867 -4.092
H -0.850 6.953 -3.557
H -0.502 6.189 -5.117
H -0.481 5.877 -1.318
H 0.035 3.730 -0.261
H 0.437 1.761 -3.887
H -0.055 3.843 -5.196
N -1.214 -1.395 2.595
C -1.950 -2.206 3.186
C -2.432 -2.220 4.531
C -2.961 -3.325 5.163
C -3.338 -4.471 4.382
C -3.013 -4.466 2.982
C -2.446 -3.362 2.439
H -2.342 -1.323 5.137
H -2.986 -3.351 6.257
H -3.908 -5.289 4.765
H -3.408 -5.243 2.418
H -2.242 -3.322 1.360
*
```

orbital gap (spin up / spin down): 3.24 / 4.35 eV
energy above the lowest of the compared OMol25 structures with the same formula, charge and spin: 1.686 eV
highest occupied orbital energy (spin up / spin down): -1.54 / -2.65 eV
E_LUMO (spin up / spin down): 1.70 / 1.70 eV
strongest force on any atom: 0.0741 Eh/bohr


Record 3
This record from the OMol25 dataset describes the ion C5H10N with charge +1. The level of theory is ωB97M-V/def2-TZVPD.

ORCA input file:
```
! RIJCOSX wB97M-V def2-TZVPD def2/J DEFGRID3
* xyz 1 1
C 1.998 -0.407 2.070
N 0.806 -0.782 1.840
C 0.027 -0.487 0.683
C 0.127 0.632 -0.012
C -0.874 0.986 -1.091
C -1.243 -0.123 -2.042
H 2.510 0.284 1.417
H 2.542 -0.751 2.945
H 0.405 -1.426 2.518
H -0.803 -1.152 0.502
H 0.901 1.369 0.191
H -1.742 1.325 -0.519
H -0.529 1.878 -1.602
H -1.586 -1.044 -1.556
H -0.424 -0.420 -2.694
H -2.115 0.119 -2.649
*
```

orbital gap: 9.07 eV
energy above the lowest of the compared OMol25 structures with the same formula, charge and spin: 1.060 eV
highest occupied orbital energy: -14.48 eV
E_LUMO: -5.41 eV
strongest force on any atom: 0.0220 Eh/bohr
SMILES: C=[NH+]/C=C/CC


Record 4
This record from the OMol25 dataset describes an isolated molecule of C2H4S2. The level of theory is ωB97M-V/def2-TZVPD.

ORCA input file:
```
! RIJCOSX wB97M-V def2-TZVPD def2/J DEFGRID3
* xyz 0 1
C 0.143 -1.147 -0.589
S 0.959 0.280 0.185
C 2.711 -0.152 -0.063
S 3.943 0.697 0.564
H 1.051 -1.836 -0.613
H -0.186 -0.745 -1.538
H -0.745 -1.465 0.031
H 2.841 -1.247 -0.408
*
```

orbital gap: 8.51 eV
energy above the lowest of the compared OMol25 structures with the same formula, charge and spin: 0.773 eV
highest occupied orbital energy: -8.84 eV
E_LUMO: -0.33 eV
strongest force on any atom: 0.0404 Eh/bohr
SMILES: CSC=S


Record 5
This record from the OMol25 dataset describes an isolated molecule of C5H8N2. The level of theory is ωB97M-V/def2-TZVPD.

ORCA input file:
```
! RIJCOSX wB97M-V def2-TZVPD def2/J DEFGRID3
* xyz 0 1
C 0.705 -2.182 -0.645
N 0.221 -0.976 -0.002
C 0.569 0.274 -0.299
N -0.259 1.080 0.375
C -1.199 0.396 1.174
C -0.346 2.514 0.182
C -0.846 -0.908 0.892
H -0.118 -2.636 -1.206
H 1.515 -1.941 -1.338
H 1.065 -2.893 0.104
H 1.390 0.558 -0.947
H -0.032 3.049 1.081
H 0.265 2.827 -0.670
H -1.396 2.741 -0.012
H -1.295 -1.836 1.225
*
```

orbital gap: 8.44 eV
energy above the lowest of the compared OMol25 structures with the same formula, charge and spin: 2.324 eV
highest occupied orbital energy: -7.68 eV
E_LUMO: 0.75 eV
strongest force on any atom: 0.0099 Eh/bohr


Record 6
This record from the OMol25 dataset describes a structure of composition C2HO2S2. The level of theory is ωB97M-V/def2-TZVPD.

ORCA input file:
```
! RIJCOSX wB97M-V def2-TZVPD def2/J DEFGRID3
* xyz -1 1
C -1.885 0.391 -0.038
C 1.170 0.546 -0.364
O -1.920 1.246 -0.823
O -2.300 -0.169 0.902
S 0.058 -0.668 -0.518
S 2.566 -0.056 0.262
H 2.311 -1.290 0.579
*
```

orbital gap: 6.57 eV
energy above the lowest of the compared OMol25 structures with the same formula, charge and spin: 1.436 eV
highest occupied orbital energy: -3.19 eV
E_LUMO: 3.38 eV
strongest force on any atom: 0.0657 Eh/bohr


Record 7
This record from the OMol25 dataset describes a structure of composition C26H13BrF5InNO6S. The level of theory is ωB97M-V/def2-TZVPD.

ORCA input file:
```
! RIJCOSX wB97M-V def2-TZVPD def2/J DEFGRID3
* xyz -1 1
In 0.208 0.073 1.043
C -2.634 1.708 1.581
C -3.459 0.819 0.893
C -3.853 -0.364 1.496
C -3.429 -0.661 2.787
C -2.605 0.220 3.473
C -2.203 1.410 2.872
H -2.361 2.653 1.127
H -3.791 1.056 -0.109
H -4.472 -1.067 0.955
H -3.726 -1.596 3.248
H -2.258 -0.019 4.470
H -1.565 2.104 3.403
O 1.487 -1.266 4.875
C 1.325 -0.927 3.711
O 0.367 -0.210 3.225
C 2.357 -1.382 2.686
C 3.455 -2.172 2.963
C 4.306 -2.499 1.913
C 4.038 -2.053 0.623
C 2.911 -1.280 0.425
N 2.129 -0.966 1.449
C 2.424 -0.778 -0.930
O 3.064 -1.108 -1.920
O 1.357 -0.057 -0.885
H 3.611 -2.513 3.977
H 5.179 -3.113 2.097
H 4.665 -2.292 -0.224
F 0.612 -3.227 -4.910
C 0.253 -2.980 -3.651
C -0.519 -1.875 -3.354
F -0.899 -1.049 -4.334
C -0.888 -1.633 -2.052
F -1.600 -0.525 -1.811
C -0.493 -2.448 -0.995
S -0.927 -2.123 0.684
C 0.282 -3.548 -1.334
F 0.725 -4.376 -0.385
C 0.646 -3.822 -2.638
F 1.390 -4.895 -2.920
Br -1.672 3.927 -5.164
C -1.004 3.691 -3.398
C -1.152 2.465 -2.779
C -0.661 2.311 -1.490
C -0.039 3.361 -0.827
C 0.092 4.584 -1.476
C -0.384 4.757 -2.765
C 0.482 3.252 0.590
O 0.846 4.262 1.163
O 0.486 2.076 1.148
H -1.631 1.641 -3.291
H -0.766 1.351 -1.009
H 0.572 5.397 -0.948
H -0.280 5.705 -3.276
*
```

orbital gap: 8.51 eV
energy above the lowest of the compared OMol25 structures with the same formula, charge and spin: 0.279 eV
highest occupied orbital energy: -6.17 eV
E_LUMO: 2.34 eV
strongest force on any atom: 0.0164 Eh/bohr


Record 8
This record from the OMol25 dataset describes a cluster of 6 separate species, C37H79FN2O10 in total. The level of theory is ωB97M-V/def2-TZVPD.

ORCA input file:
```
! RIJCOSX wB97M-V def2-TZVPD def2/J DEFGRID3
* xyz 0 1
C -1.981 -2.747 2.435
C -2.692 -2.039 1.267
C -1.727 -1.269 0.361
C -0.677 -2.174 -0.324
C -0.770 -2.162 -1.852
C -0.526 -0.788 -2.505
C 0.637 0.077 -1.953
C 0.065 1.374 -1.530
N -0.408 2.365 -1.241
C 1.845 0.283 -2.922
C 1.501 1.389 -3.851
N 1.243 2.239 -4.562
C 2.083 -0.932 -3.870
C 1.910 -2.354 -3.317
F 1.826 -2.382 -1.919
C 3.199 0.736 -2.225
C 3.017 1.841 -1.179
C 4.167 -0.379 -1.752
C 4.311 -0.632 -0.246
C 3.087 -1.152 0.508
H -0.998 -2.307 2.634
H -2.577 -2.679 3.351
H -1.825 -3.812 2.239
H -3.238 -2.777 0.665
H -3.440 -1.342 1.661
H -2.304 -0.731 -0.400
H -1.232 -0.496 0.964
H -0.810 -3.211 0.010
H 0.335 -1.901 -0.004
H -1.793 -2.449 -2.131
H -0.115 -2.935 -2.270
H -1.448 -0.213 -2.375
H -0.421 -0.905 -3.591
H 1.030 -0.376 -1.037
H 1.408 -0.844 -4.727
H 3.095 -0.796 -4.268
H 2.742 -2.998 -3.616
H 0.984 -2.802 -3.687
H 3.724 1.237 -3.050
H 2.566 2.732 -1.624
H 4.002 2.125 -0.794
H 2.397 1.549 -0.330
H 5.161 -0.084 -2.114
H 3.960 -1.332 -2.236
H 5.100 -1.390 -0.145
H 4.718 0.257 0.250
H 2.846 -2.179 0.210
H 3.289 -1.161 1.585
H 2.198 -0.531 0.359
C -7.520 0.839 4.012
O -7.644 -0.167 4.999
C -7.698 -1.481 4.472
C -6.372 -2.198 4.601
O -5.364 -1.592 3.810
C -4.479 -0.767 4.543
H -7.353 1.781 4.532
H -6.680 0.645 3.340
H -8.437 0.923 3.418
H -8.002 -1.458 3.420
H -8.458 -2.035 5.032
H -6.490 -3.230 4.260
H -6.068 -2.220 5.653
H -3.836 -1.367 5.197
H -5.017 -0.033 5.147
H -3.854 -0.247 3.818
C -5.056 0.332 -7.225
O -4.930 -0.535 -6.115
C -4.008 -1.593 -6.317
C -2.678 -1.320 -5.650
O -1.998 -0.223 -6.231
C -2.115 0.977 -5.483
H -5.676 1.169 -6.911
H -4.085 0.708 -7.556
H -5.546 -0.175 -8.065
H -3.856 -1.767 -7.388
H -4.446 -2.501 -5.888
H -2.042 -2.205 -5.758
H -2.839 -1.145 -4.579
H -1.559 0.900 -4.544
H -3.159 1.214 -5.262
H -1.676 1.779 -6.071
C -9.155 -6.156 -6.806
O -8.713 -6.469 -5.499
C -7.331 -6.768 -5.419
C -6.526 -5.597 -4.897
O -6.545 -4.499 -5.792
C -7.435 -3.466 -5.408
H -10.186 -5.817 -6.723
H -8.551 -5.365 -7.257
H -9.126 -7.039 -7.453
H -6.948 -7.067 -6.401
H -7.211 -7.615 -4.736
H -5.485 -5.911 -4.772
H -6.909 -5.296 -3.916
H -7.064 -2.941 -4.522
H -8.436 -3.855 -5.202
H -7.486 -2.758 -6.234
C 4.664 2.138 2.919
O 5.800 1.607 2.262
C 6.557 2.576 1.557
C 7.801 2.983 2.317
O 7.487 3.658 3.520
C 7.595 2.848 4.678
H 4.258 1.349 3.549
H 4.926 2.997 3.542
H 3.898 2.442 2.196
H 5.946 3.461 1.351
H 6.854 2.138 0.598
H 8.390 3.662 1.693
H 8.411 2.097 2.523
H 8.643 2.611 4.894
H 7.033 1.917 4.572
H 7.198 3.424 5.511
C 8.452 7.213 9.705
O 8.192 7.794 8.443
C 8.965 7.243 7.390
C 8.172 6.259 6.559
O 7.808 5.109 7.306
C 6.463 5.118 7.746
H 7.716 7.613 10.401
H 8.363 6.124 9.675
H 9.454 7.477 10.062
H 9.857 6.750 7.790
H 9.291 8.067 6.748
H 8.782 5.928 5.713
H 7.279 6.749 6.158
H 5.772 5.006 6.903
H 6.220 6.040 8.280
H 6.338 4.271 8.418
*
```

orbital gap: 9.69 eV
highest occupied orbital energy: -9.19 eV
E_LUMO: 0.51 eV
strongest force on any atom: 0.0368 Eh/bohr
SMILES: CCCCCC[C@H](C#N)[C@](C#N)(CCF)[C@@H](C)CCC.COCCOC.COCCOC.COCCOC.COCCOC.COCCOC